[1]
Formula: C2HClF3O2S
Source: the OMol25 dataset
Level of theory: wB97M-V/def2-TZVPD

As for the expectation value of S²: 2.007. The largest force on an atom comes out at 0.099 Eh/bohr. For the molar mass, the calculation gives 181.54 Da. Its gap between HOMO and LUMO (spin up / spin down) is 4.212 / 5.383 eV. As for the net charge: -1. Its spin multiplicity is 3. For the energy above the lowest of the compared OMol25 structures with the same formula, charge and spin, the calculation gives 108.1 kJ/mol.

CARTESIAN COORDINATES (ANGSTROEM)
C1 -0.38686 -0.03004 -1.25782
C2 0.12028 1.11332 -0.40706
O1 1.61035 1.41114 3.33647
O2 -0.29324 2.85447 3.58033
F1 -1.76751 -0.06700 -1.40670
F2 -0.02245 -0.03853 -2.59689
F3 -0.28841 2.38428 -0.81702
S1 0.63652 2.21954 2.63140
Cl1 -1.00211 0.73180 1.05923
H1 -0.10111 -0.99200 -0.71223

=====

[2]
Formula: C2HClFNO3
Source: the OMol25 dataset
Level of theory: wB97M-V/def2-TZVPD

As for the expectation value of S²: 2.007. The largest force on an atom comes out at 0.241 Eh/bohr. For the molar mass, the calculation gives 141.49 Da. Its gap between HOMO and LUMO (spin up / spin down) is 8.762 / 7.243 eV. As for the net charge: 0. Its spin multiplicity is 3. For the energy above the lowest of the compared OMol25 structures with the same formula, charge and spin, the calculation gives 103.1 kJ/mol.

CARTESIAN COORDINATES (ANGSTROEM)
C1 0.41475 0.27591 1.09249
C2 -0.55595 0.22787 -0.09160
N1 0.14473 -0.62873 -1.12336
O1 1.09279 1.14342 1.45974
O2 -0.11461 -1.75406 -1.00649
O3 0.85375 -0.04555 -1.85200
F1 0.41075 -0.89948 1.72677
Cl1 -0.70109 1.88455 -0.58968
H1 -1.54512 -0.20393 0.38413

=====

[3]
Formula: C2HClN2O2
Source: the OMol25 dataset
Level of theory: wB97M-V/def2-TZVPD

The largest force on an atom comes out at 0.047 Eh/bohr. For the molar mass, the calculation gives 120.50 Da. Its gap between HOMO and LUMO is 9.453 eV. As for the net charge: 0. Its SMILES is [O-][N+]#CCl.C#[N+][O-]. For the energy above the lowest of the compared OMol25 structures with the same formula, charge and spin, the calculation gives 645.2 kJ/mol.

CARTESIAN COORDINATES (ANGSTROEM)
O1 2.48166 0.83301 -0.23020
N1 1.73566 0.08792 -0.81803
C1 0.88940 -0.16095 -1.61286
Cl1 -0.01276 -1.32424 -2.24930
C2 -1.41223 0.79948 1.10718
N2 -0.94357 -0.25725 1.22176
O2 -0.52104 -1.34244 1.14234
H1 -2.21711 1.36447 1.43911

=====

[4]
Formula: C2HClN2O2
Source: the OMol25 dataset
Level of theory: wB97M-V/def2-TZVPD

The largest force on an atom comes out at 0.077 Eh/bohr. For the molar mass, the calculation gives 120.50 Da. Its gap between HOMO and LUMO is 10.269 eV. As for the net charge: 0. Its SMILES is [O-][n+]1cc(Cl)no1. For the energy above the lowest of the compared OMol25 structures with the same formula, charge and spin, the calculation gives 427.6 kJ/mol.

CARTESIAN COORDINATES (ANGSTROEM)
O1 -0.16671 2.08246 -1.26487
N1 0.21578 0.94878 -1.22443
C1 0.16482 -0.02015 -0.36261
C2 0.90732 -1.20141 -1.02594
Cl1 1.16420 -2.70475 -0.33229
N2 1.30227 -0.82410 -2.18949
O2 0.94067 0.42544 -2.40433
H1 -0.28107 0.01244 0.60280

=====

[5]
Formula: C2HClNO2
Source: the OMol25 dataset
Level of theory: wB97M-V/def2-TZVPD

The largest force on an atom comes out at 0.082 Eh/bohr. For the molar mass, the calculation gives 106.49 Da. Its gap between HOMO and LUMO is 8.425 eV. As for the net charge: -1. Its SMILES is O=C([O-])/C=N/Cl. For the energy above the lowest of the compared OMol25 structures with the same formula, charge and spin, the calculation gives 212.0 kJ/mol.

CARTESIAN COORDINATES (ANGSTROEM)
O1 -1.72620 -0.36176 0.99748
C1 -1.24110 0.23456 0.00701
O2 -1.69237 0.95692 -0.86779
C2 0.27149 -0.12500 0.01136
N1 1.28262 0.73104 -0.12700
Cl1 2.86293 -0.23173 -0.24140
H1 0.24263 -1.20404 0.22035

=====

[6]
Formula: C2HClO2
Source: the OMol25 dataset
Level of theory: wB97M-V/def2-TZVPD

The largest force on an atom comes out at 0.086 Eh/bohr. For the molar mass, the calculation gives 92.48 Da. Its gap between HOMO and LUMO is 11.483 eV. As for the net charge: 0. Its SMILES is O=C1O[C@@H]1Cl. For the energy above the lowest of the compared OMol25 structures with the same formula, charge and spin, the calculation gives 110.3 kJ/mol.

CARTESIAN COORDINATES (ANGSTROEM)
O1 2.52487 1.18561 -0.52466
C1 1.74550 0.50742 -0.03964
O2 1.27528 0.24374 1.20526
C2 0.62587 -0.36800 0.06829
Cl1 0.74539 -2.13700 -0.06324
H1 -0.24346 0.04786 -0.15700